Record 1
Below is a cluster of 2 separate species, C13H25N3O2 in total in a non-equilibrium geometry, with properties calculated with ωB97M-V/def2-TZVPD.

Summary:
Kohn-Sham gap: 0.1629 hartree

```
43
Properties=species:S:1:pos:R:3:forces:R:3
O -4.33595 -1.71024 2.22310 2.871 -1.810 -5.511
O -5.11957 -2.56965 0.09668 6.601 1.879 3.631
N 3.54884 0.40049 0.46593 -0.227 0.398 0.610
N 2.67644 0.84979 2.40065 0.280 -0.051 -0.620
N -1.71353 -3.04120 1.66717 0.963 0.994 -0.697
C 5.66350 1.25487 -0.58222 -0.052 0.238 0.389
C 4.48155 0.30938 -0.66768 0.189 -0.232 -0.558
C -1.69872 -0.94316 0.13471 -0.401 0.154 -0.230
C 3.73338 1.08266 1.60721 -0.568 -0.614 -0.210
C -2.44601 -2.34774 0.53160 -0.076 -0.036 -0.481
C -3.45121 1.52014 -2.69228 -0.775 0.231 0.664
C 2.52993 1.39132 3.74597 0.084 0.237 0.325
C -4.01422 -2.17444 0.99307 -6.570 0.090 0.955
C 1.77966 0.02563 1.74611 0.601 0.186 -0.196
C -2.65711 1.01727 -1.35047 0.794 0.483 -0.474
C -4.27971 0.35528 -3.49349 -0.817 1.036 -0.607
C -2.00479 -0.48326 -1.44422 -0.117 -0.318 1.805
C 2.32570 -0.25592 0.52545 0.414 0.328 0.405
H -3.32658 1.14668 -0.37568 1.293 -0.658 -2.263
H 6.25916 1.06111 0.31527 0.030 -0.005 -0.150
H 2.51798 2.48271 3.68942 -0.064 -0.181 0.100
H -2.03249 -0.08139 0.89057 0.687 -1.896 -1.565
H -2.71183 2.06966 -3.41917 -1.448 -1.093 1.369
H 0.86679 -0.26232 2.23794 -0.127 -0.132 -0.260
H 3.91410 0.51352 -1.58274 -0.006 -0.102 0.249
H 1.59953 1.03835 4.19844 0.204 0.036 -0.231
H -0.54460 -1.10116 0.26172 -1.917 0.137 -0.146
H 4.83805 -0.72582 -0.71231 -0.158 0.150 0.008
H -0.98118 -0.54868 -2.00758 -1.990 0.471 0.745
H 2.00659 -0.85050 -0.31334 -0.243 -0.028 0.153
H 5.32953 2.29678 -0.55165 0.077 -0.094 -0.074
H -2.71104 -1.30953 -1.87801 1.167 1.856 0.729
H -1.50667 -2.30454 2.39945 -0.420 -1.245 -1.035
H -2.41147 -3.04040 -0.42495 -0.197 1.308 2.041
H -1.74143 1.76877 -1.20413 -1.879 -1.502 -0.160
H 4.58275 1.70559 1.86258 -0.231 -0.209 -0.106
H -4.51921 -0.60703 -2.87237 0.717 1.858 -1.213
H -5.33681 0.83264 -3.77703 2.266 -1.138 0.541
H -3.74479 0.15378 -4.52278 -1.037 -0.045 2.176
H 3.37701 1.06103 4.35330 -0.211 0.068 -0.034
H -4.26605 2.30901 -2.31916 1.954 -1.531 -0.874
H -0.79082 -3.41836 1.29704 -1.442 0.827 0.635
H 6.31531 1.12887 -1.45211 -0.221 -0.044 0.163
```
Positions in Å, forces in eV/Å.

=====

Record 2
Below is an isolated molecule of C5H4ClN3O2 in a non-equilibrium geometry, with properties calculated with ωB97M-V/def2-TZVPD.

Summary:
Structure (SMILES): O=[N+]([O-])N(Cl)c1ccccn1
Kohn-Sham gap: 0.3593 hartree

```
15
Properties=species:S:1:pos:R:3:forces:R:3
Cl 1.22367 4.46492 -1.11351 0.645 -0.254 0.225
O 3.90812 3.82860 -0.63855 0.722 -0.072 0.070
O 3.63602 1.70981 -0.20769 -0.202 -0.283 0.046
N 1.93850 2.99410 -0.69011 -4.550 -3.372 0.193
N 3.23828 2.82254 -0.49718 0.680 1.403 -0.159
N -0.01450 1.88220 0.59870 0.188 2.240 1.406
C -0.66020 -0.33631 0.51993 -0.280 -0.600 0.217
C -0.71175 0.93963 1.13537 0.219 -2.439 -2.918
C 0.77385 1.62900 -0.36360 3.177 5.427 0.807
C 0.08489 -0.57873 -0.58838 2.070 3.364 -0.850
C 0.91837 0.55801 -1.05775 -1.045 -5.869 -2.132
H 1.46263 0.32947 -1.96450 0.432 0.736 0.272
H 0.17587 -1.44403 -1.21110 -0.404 -0.656 0.297
H -1.27156 -1.12875 0.86823 -0.576 -0.520 0.605
H -1.51613 1.09226 1.76132 -1.078 0.895 1.921
```
Positions in Å, forces in eV/Å.

=====

Record 3
Below is an isolated molecule of C2H3N3O2 in a non-equilibrium geometry, with properties calculated with ωB97M-V/def2-TZVPD.

Summary:
Structure (SMILES): N#C/C(=N\O)NO
Kohn-Sham gap: 0.3486 hartree

```
10
Properties=species:S:1:pos:R:3:forces:R:3
O 0.50257 2.09783 -0.24791 -1.113 0.325 -0.809
O -0.30051 -2.18181 0.69432 0.391 -1.454 -0.210
N -0.85642 -0.97062 0.57740 1.081 2.346 -0.201
N 1.92346 -0.97355 -1.35969 -0.552 0.537 0.306
N -0.62295 1.22873 -0.01280 0.605 -0.217 0.054
C 1.04613 -0.48415 -0.79104 1.091 -0.552 -0.413
C -0.10106 -0.12153 -0.04197 -3.170 0.653 1.600
H -1.15582 1.48150 0.88967 1.651 -0.618 -1.811
H -0.76702 -2.51659 1.45820 -0.161 -0.630 0.149
H 0.33163 2.44019 -1.16618 0.177 -0.390 1.336
```
Positions in Å, forces in eV/Å.

=====

Record 4
Below is a structure of composition C32H21F4N12O3PReS in a non-equilibrium geometry, with properties calculated with ωB97M-V/def2-TZVPD.

Summary:
Kohn-Sham gap (spin up / spin down): 0.1924 / 0.2037 hartree
Expectation value of S²: 3.912
Multiplicity: 4
Net charge: +2

```
75
Properties=species:S:1:pos:R:3:forces:R:3
Re 1.38536 -0.26455 -0.15679 2.179 -0.241 -0.364
S 3.66016 0.63349 0.27125 -0.161 -0.007 0.062
P 1.33271 -1.23562 3.20148 -0.066 0.034 0.291
F -4.88259 -0.96544 2.88135 -0.037 0.025 0.047
F -3.75731 -5.35398 -0.09315 0.031 -0.020 -0.041
F -2.88056 -0.87621 1.20025 0.088 0.018 -0.051
F -5.74216 -5.46125 1.59666 -0.051 0.003 0.036
O 1.66996 -0.99579 1.72484 -0.128 0.029 -0.635
O 2.34036 -1.82871 -0.89243 -0.160 -0.259 -0.050
O 3.19168 -2.81788 -2.72950 0.140 -0.223 0.067
N 1.28429 0.10416 -2.27619 -0.035 0.027 0.067
N 2.26621 3.25625 -0.98797 0.226 -0.174 0.124
N 5.33714 1.77322 -1.52747 0.261 0.029 -0.237
N 0.53870 1.29041 0.68122 -0.701 0.552 0.613
N 0.47884 5.38747 0.51339 -0.116 -0.194 0.020
N 5.51227 2.83816 -2.35559 -0.072 -0.153 0.177
N -7.11892 -1.36777 4.84393 0.064 -0.158 -0.127
N -0.36648 -1.22367 -0.37826 -0.643 -0.694 -0.028
N 3.55356 2.87194 -1.37519 -0.371 0.319 -0.096
N -7.95639 -5.35381 3.63283 0.153 0.178 0.004
N -1.60358 3.19179 4.09235 0.074 -0.031 -0.200
N -1.46149 -4.90815 -2.07163 -0.047 0.202 0.157
C -0.28249 -1.97628 3.37655 -0.073 0.005 -0.141
C 4.15693 1.75945 -0.92774 -0.147 -0.051 -0.019
C -0.17959 2.06485 -2.29751 -0.080 -0.101 0.145
C -5.41914 -3.22984 2.35096 -0.293 0.005 0.231
C 1.93393 -0.83239 -2.97964 -0.213 0.131 0.133
C -4.03869 -4.28705 0.62936 -0.013 -0.021 -0.067
C -6.44060 -3.29629 3.26398 -0.007 0.033 0.012
C 0.55699 1.06748 -2.96549 0.116 -0.090 0.045
C 0.05369 4.52319 1.14845 0.082 -0.070 0.157
C 1.27970 0.06728 -5.06862 -0.092 0.066 -0.086
C -5.06379 -4.34385 1.50350 -0.011 -0.051 -0.013
C -0.23970 2.00105 -5.08262 0.001 -0.013 -0.130
C -6.79381 -2.20491 4.12470 -0.061 0.024 0.062
C 1.31679 0.28633 4.12591 0.040 0.088 -0.020
C -7.25531 -4.45906 3.45272 -0.115 -0.059 -0.015
C -3.21998 -3.12000 0.49350 0.304 0.104 -0.142
C 4.08889 4.78194 -2.95180 -0.003 -0.021 -0.029
C -0.34209 3.34031 1.84909 -0.167 0.371 0.171
C 0.53438 1.04558 -4.38088 0.064 -0.018 -0.043
C 1.97638 -0.87262 -4.36687 0.122 -0.057 -0.081
C -1.79333 -4.13121 -1.29029 0.102 -0.087 -0.086
C 2.57465 -1.95226 -2.19467 -0.128 0.434 0.260
C -3.58811 -2.00322 1.31079 0.033 -0.041 0.026
C -0.95384 2.94676 -4.41264 0.000 0.119 0.053
C 0.09601 2.19331 1.28225 0.094 0.054 -0.177
C -2.12445 -3.08788 -0.36021 0.033 -0.168 -0.176
C -1.06053 3.30260 3.08239 0.088 0.004 -0.046
C 2.53429 -2.33891 3.90183 0.111 0.002 -0.027
C 4.40878 3.51459 -2.25276 0.008 0.057 0.066
C -1.17683 -2.04235 -0.37584 -0.529 0.033 0.194
C -4.61487 -2.04083 2.17738 0.005 0.012 0.010
C -0.91153 2.97945 -3.00203 -0.015 0.015 -0.088
H 4.97793 5.11218 -3.48350 -0.016 -0.002 0.006
H 2.30426 3.65752 -0.05451 0.090 0.197 -0.052
H -0.25606 1.95633 -6.16538 0.018 0.005 0.046
H 2.25633 -2.58417 4.92883 0.025 0.006 -0.039
H 1.92097 3.96386 -1.62638 0.032 0.024 -0.030
H 1.25401 0.07192 5.19546 -0.004 0.010 -0.058
H 1.27214 0.05930 -6.15257 -0.003 0.007 0.031
H 3.51392 -1.85912 3.89689 -0.004 -0.036 0.010
H -1.54334 3.67628 -4.95290 0.012 -0.040 0.026
H -0.29110 -2.95402 2.89216 -0.033 0.005 0.018
H 0.45373 0.89045 3.84036 0.032 0.026 0.045
H 3.79204 5.55925 -2.24548 0.013 -0.035 0.010
H 2.54672 -1.66399 -4.83260 -0.027 -0.005 0.004
H 3.28493 4.64430 -3.67887 0.018 -0.016 0.038
H 2.57979 -3.24931 3.30443 0.014 -0.023 0.017
H -0.16519 2.10348 -1.22278 -0.046 0.004 -0.092
H 6.07477 1.09471 -1.41127 0.026 -0.023 -0.016
H -1.46386 3.74250 -2.46730 -0.014 -0.037 -0.015
H 2.23620 0.83853 3.92553 -0.020 0.023 0.029
H -1.02216 -1.31745 2.91528 -0.001 -0.044 0.035
H -0.52047 -2.09182 4.43548 0.006 -0.012 -0.029
```
Positions in Å, forces in eV/Å.

=====

Number 1: molecular weight 255.362 g mol⁻¹. Number 2: molecular weight 173.559 g mol⁻¹. Number 3: molecular weight 101.065 g mol⁻¹. Number 4: molecular weight 946.841 g mol⁻¹.